1.
Entry from the Open Molecules 2025 dataset: C20H28F3GaO5S as an isolated structure at a distorted geometry (ωB97M-V/def2-TZVPD).

Last column: Löwdin charge in e.
Cartesian coordinates (Å):
O1 -0.0370 0.5263 0.0134  -0.1566
C1 0.9276 0.4198 -1.1032  -0.0845
C2 0.1033 1.3479 -1.9786  -0.0758
H1 0.9628 -0.6135 -1.4537  0.1190
H2 1.9119 0.8168 -0.8262  0.1259
C3 -0.8772 1.3983 -0.8069  -0.5386
H3 -0.3508 0.8268 -2.8160  0.0629
H4 0.5856 2.2930 -2.2630  0.1337
C4 -2.1617 0.6917 -1.1695  0.0041
H5 -1.8984 -0.2898 -1.5876  0.1044
H6 -2.6985 1.2823 -1.9280  0.1037
H7 -2.8235 0.5586 -0.3099  0.0714
C5 -1.0326 2.7944 -0.2749  -0.0125
H8 -0.0506 3.2850 -0.2242  0.0831
H9 -1.5076 2.8123 0.7114  0.0700
H10 -1.6570 3.3766 -0.9735  0.1041
Ga1 0.1968 -0.2863 2.0938  0.6643
C6 0.7552 2.1832 3.9431  -0.1186
C7 1.4644 0.9864 3.7703  -0.1402
C8 1.8884 0.9043 2.3569  -0.2140
H11 1.7392 0.2775 4.5452  0.1055
C9 1.5025 2.1912 1.7746  -0.1393
C10 0.7649 2.9164 2.7204  -0.1113
H12 0.3300 3.9048 2.5907  0.1013
H13 0.3070 2.5226 4.8753  0.1050
H14 2.7120 0.2868 1.9954  0.1197
H15 1.8763 2.5686 0.8200  0.1008
C11 -1.8351 -0.0440 4.4857  -0.0930
C12 -2.2674 1.0969 3.7476  -0.1166
C13 -2.2973 0.7920 2.3821  -0.1221
H16 -2.5957 2.0422 4.1729  0.1037
C14 -1.8288 -0.5801 2.2104  -0.2151
C15 -1.5549 -1.0864 3.5680  -0.1521
H17 -1.3815 -2.1334 3.7962  0.0954
H18 -1.8325 -0.1333 5.5665  0.1032
H19 -2.6756 1.4201 1.5811  0.0793
H20 -2.0540 -1.2081 1.3427  0.1250
O2 0.2651 -0.7576 -3.7563  -0.2025
C16 -0.1335 0.0705 -4.8803  -0.1964
C17 0.3224 -0.5623 -6.2092  -0.1510
H21 0.3342 1.0664 -4.7927  0.1150
H22 -1.2234 0.2236 -4.8493  0.1230
C18 1.2989 -1.6751 -5.7764  -0.1491
H23 0.8210 0.1966 -6.8343  0.1118
H24 -0.5509 -0.9574 -6.7474  0.1091
C19 1.1452 -1.7830 -4.2440  -0.1812
H25 2.3251 -1.3886 -6.0311  0.1075
H26 1.0487 -2.6269 -6.2561  0.1079
H27 2.1158 -1.6769 -3.7340  0.1185
H28 0.7293 -2.7590 -3.9655  0.1181
F1 -0.6483 -4.0725 2.5998  0.1300
C20 0.6922 -4.2231 2.6696  -0.6229
F2 1.0022 -4.8475 3.8189  0.1413
F3 1.0879 -4.9616 1.6185  0.1312
S1 1.6151 -2.6267 2.5606  0.6094
O3 1.1697 -1.8558 3.7307  -0.3026
O4 3.0041 -2.9293 2.4104  -0.2291
O5 0.9691 -2.0018 1.3197  -0.2831

Results
gap between HOMO and LUMO	8.21	eV
LUMO	0.4	eV
charge	0


2.
Entry from the Open Molecules 2025 dataset: C20H28F3GdO2 as an isolated structure at a distorted geometry (ωB97M-V/def2-TZVPD).

Last column: Löwdin charge in e.
Cartesian coordinates (Å):
O1 0.6447 -1.5118 -1.3913  -0.3529
C1 0.5791 -0.0977 -1.9021  -0.1987
C2 0.7600 -0.4334 -3.3856  -0.0954
H1 1.4196 0.5153 -1.5154  0.1240
H2 -0.4456 0.2517 -1.6187  0.1130
C3 0.6604 -1.9097 -3.0636  -0.3752
H3 1.7734 -0.2161 -3.7718  0.1253
H4 -0.0205 -0.0264 -4.0613  0.1331
C4 1.8326 -2.7781 -3.4984  -0.0091
H5 2.7604 -2.2155 -3.6140  0.0862
H6 1.6495 -3.2074 -4.4965  0.0983
H7 1.9709 -3.6095 -2.7947  0.1010
C5 -0.6790 -2.4972 -3.4788  -0.0168
H8 -1.4541 -1.7176 -3.5546  0.0942
H9 -0.9887 -3.2953 -2.7907  0.1019
H10 -0.6159 -2.9250 -4.4968  0.1011
Gd1 0.5233 -1.1304 0.7804  1.5890
C6 -1.6549 -1.5850 3.2884  -0.2163
C7 -1.3887 -0.2722 3.7132  -0.1636
C8 -1.9278 0.6211 2.7442  -0.1647
H11 -0.9247 -0.0416 4.6597  0.0941
C9 -2.4851 -0.1576 1.6932  -0.2224
C10 -2.2986 -1.5302 2.0250  -0.2238
H12 -2.7263 -2.3671 1.4772  0.0808
H13 -1.4702 -2.4710 3.8909  0.0878
H14 -1.9773 1.6954 2.8336  0.0837
H15 -3.0471 0.1738 0.8236  0.0705
C11 1.3758 -2.2204 3.1698  -0.1809
C12 0.5611 -3.1726 2.4858  -0.2080
C13 1.1330 -3.4224 1.2075  -0.2903
H16 -0.2343 -3.7668 2.8987  0.0971
C14 2.3344 -2.6474 1.1055  -0.3053
C15 2.4751 -1.9010 2.3343  -0.2119
H17 3.3326 -1.2967 2.6318  0.1108
H18 1.2940 -1.9496 4.2261  0.1195
H19 0.8168 -4.2093 0.5158  0.1086
H20 2.9804 -2.6491 0.2344  0.0939
O2 -0.3837 3.8111 0.3962  -0.1500
C16 -1.4631 3.1711 -0.3258  -0.1862
C17 -1.8012 3.9849 -1.5842  -0.1758
H21 -2.3263 2.9350 0.3166  0.1228
H22 -0.9631 2.2512 -0.6116  0.0800
C18 -0.9293 5.2425 -1.5019  -0.1600
H23 -2.8428 4.2272 -1.7906  0.1084
H24 -1.4607 3.3554 -2.3899  0.0892
C19 0.2049 4.7661 -0.5406  -0.1710
H25 -1.5929 6.0000 -1.0423  0.1144
H26 -0.6016 5.6043 -2.4719  0.1038
H27 0.7830 5.5906 -0.1072  0.1185
H28 0.8898 4.1446 -1.1500  0.1123
F1 0.4385 1.8408 3.6832  0.0307
C20 1.3005 0.8932 3.2339  -0.4396
F2 2.1355 0.6255 4.2893  0.0332
F3 2.0741 1.5299 2.2922  -0.0091

Results
2S+1	8
gap between HOMO and LUMO (alpha / beta)	5.61 / 6.37	eV
LUMO (alpha / beta)	-0.9 / -0.2	eV
charge	0